81
Properties=species:S:1:pos:R:3:forces:R:3 method="wB97M-V/def2-TZVPD" homo_energy_ha=-0.3473 lumo_ev=0.3 smiles=CCO.CCO.CCO.CCO.CCO.CCO.CCO.CO.CO.CO homo_lumo_gap_ev=9.7165
H 2.154761 -4.238027 0.313836 -0.04 -0.03 0.04
H 1.706753 -2.783793 -0.587945 -0.03 -0.03 0.23
H -4.422904 0.138920 -1.913216 -0.07 0.05 0.22
H -4.598374 -0.809100 2.364789 -0.04 0.07 0.00
C -0.374547 1.103308 -0.008289 -0.09 0.00 0.45
H 0.518438 -2.995783 3.974798 -0.11 0.04 -0.22
H 0.159989 1.299509 -2.733896 -0.21 -0.15 -0.07
H -2.855535 -1.252206 -3.007475 -0.06 -0.04 -0.02
H 0.458037 -3.944004 -0.165369 -0.03 -0.20 -0.06
H 2.894204 -1.006940 2.341276 -0.04 -0.04 -0.31
H -1.383051 -1.436105 -2.029203 -0.18 0.03 -0.01
H -1.244321 1.631902 5.351577 0.07 0.11 0.05
H 4.230874 -0.277866 -1.029909 -0.05 -0.05 -0.03
H 0.588210 -0.598918 3.361956 -0.12 -0.13 -0.17
O 4.552729 -0.457798 1.616976 0.16 0.00 -0.11
H 1.312565 -4.518439 3.752201 0.43 0.04 -0.08
H 6.219104 -0.128854 0.418269 0.03 -0.01 -0.03
H -4.204106 2.375966 -1.567041 -0.09 -0.05 0.08
H -1.323878 3.974183 -1.127826 -0.04 -0.07 -0.01
H 3.155987 -3.239485 2.469606 0.02 -0.04 0.11
C 4.681246 -1.198259 -0.657155 0.16 0.18 0.09
H 5.052416 -0.184928 2.391130 0.13 0.06 -0.01
C -5.194188 0.841894 -2.244288 0.19 0.32 -0.34
O 0.936898 -4.068842 -2.837405 0.05 0.15 -0.17
H 2.279324 4.140006 -3.273291 0.07 -0.01 0.04
H -1.253045 -1.045316 -3.735504 -0.09 -0.09 -0.09
H 1.679476 2.327939 -4.877735 -0.14 -0.07 -0.07
H 5.986563 -1.807911 0.956777 0.03 0.03 -0.05
H -2.956369 4.508421 -1.581471 0.05 -0.11 -0.02
C 2.003817 3.140196 -2.934014 -0.07 -0.14 0.29
O -2.949464 0.446378 2.084314 -0.63 -0.32 -0.15
O -3.222906 2.470688 0.060343 -0.02 0.24 -0.09
O -0.964298 1.388704 -1.275687 0.24 -0.27 0.28
H 0.398665 1.653284 2.771163 0.11 0.05 0.08
H -0.973392 -3.355150 -3.156052 -0.05 -0.26 0.03
H -2.379991 -0.225404 2.478089 0.45 0.30 0.17
C -2.808720 3.800427 0.434571 -0.14 -0.27 0.06
C 2.447835 -2.727956 3.133767 0.25 -0.29 -0.30
H -1.964220 5.513981 -0.552122 -0.01 -0.05 0.13
O -0.212218 -0.121813 3.640026 -0.02 0.00 -0.05
C 1.499515 -3.852412 -0.468785 0.21 0.32 -0.40
C -2.223377 4.475997 -0.771977 0.12 0.33 -0.35
O -4.685659 2.166434 -2.378307 -0.07 -0.31 -0.07
H 2.901988 2.545129 -2.757252 0.07 0.07 -0.11
C -1.022121 2.011894 4.353353 0.12 -0.42 -0.07
H -0.032356 2.027955 0.483733 -0.08 0.06 -0.20
H 1.496584 3.223903 -1.966810 -0.06 0.10 -0.10
H 1.310584 0.059985 0.797511 -0.06 -0.18 0.06
H -0.809033 3.078375 4.401878 -0.03 0.04 0.03
H 0.242818 3.086046 -4.174142 0.03 0.03 -0.05
C 5.476765 -0.908350 0.598895 -0.41 -0.10 0.22
O 2.075216 -1.494303 2.524148 0.10 0.12 0.46
O -1.864727 -3.017617 -3.300668 -0.02 0.24 -0.04
H -5.504031 0.502588 -3.233519 -0.07 0.11 0.02
C 1.191849 -3.532786 3.299514 -0.61 -0.11 0.38
H -1.108147 0.654992 0.671341 0.01 0.09 -0.22
C 1.798416 -4.523133 -1.803948 0.14 -0.21 0.45
H 2.940824 -2.576880 4.100335 -0.01 0.13 -0.03
H 0.706204 -3.671815 2.335632 -0.09 0.08 -0.01
H 1.687797 -5.607346 -1.754033 -0.23 0.05 0.02
H -6.064873 0.818287 -1.583941 0.05 -0.13 0.11
C -4.089934 -0.253726 1.573961 0.03 -0.26 -0.03
H -3.805961 -0.955040 0.782827 0.02 0.05 0.02
O 0.689777 1.175298 -3.537985 0.19 -0.06 0.04
H -3.679785 4.366610 0.775315 0.02 -0.09 0.16
C 1.112378 2.455127 -3.953752 0.06 0.14 -0.04
C -1.835803 -1.627184 -3.012039 0.40 0.03 0.21
H -1.879105 1.638203 -1.092101 -0.12 0.21 -0.11
C 0.800117 0.181131 -0.153600 0.68 0.05 -0.89
H 0.542530 -0.789522 -0.583146 -0.28 -0.04 0.34
H -2.081672 3.723153 1.245948 -0.02 0.08 0.04
H 5.340960 -1.599817 -1.427351 -0.02 0.01 -0.01
H -1.907709 1.831427 3.744032 0.01 0.18 -0.05
H 2.854412 -4.354327 -2.051774 -0.12 0.10 -0.16
C 0.152919 1.249441 3.760925 -0.28 -0.03 0.12
H 1.234751 -3.198473 -3.123938 0.06 0.00 0.00
H -4.783769 0.466404 1.146529 0.00 0.09 0.06
H 1.029755 1.324161 4.413551 0.04 0.17 -0.09
H -3.251707 1.902295 0.841704 0.21 0.03 0.12
H 3.888666 -1.920303 -0.465028 0.01 -0.03 0.07
H 1.522579 0.585394 -0.877603 -0.07 0.16 0.23

---

128
Properties=species:S:1:pos:R:3:forces:R:3 method="wB97M-V/def2-TZVPD" homo_energy_ha="-0.4505 / -0.4736" lumo_ev="-4.4 / -4.5" charge=+2 spin_multiplicity=2 homo_lumo_gap_ev="7.8479 / 8.4223"
Ti 0.431441 0.290728 -0.053562 0.55 0.41 2.48
H -4.711223 -0.942640 4.354097 0.00 0.00 -0.01
C -0.284727 1.756389 5.708534 0.00 0.03 0.05
C -0.529192 -4.581108 3.391612 0.09 0.09 0.03
O 2.153445 -1.359663 2.669946 0.38 -0.04 -0.14
C 4.072382 -1.082047 -0.265280 0.03 0.14 0.04
C -0.232242 1.420077 3.307994 0.02 -0.09 -0.12
H 5.535736 -0.407468 2.644888 -0.03 0.04 -0.01
H -2.920380 -3.884760 1.091973 -0.01 -0.02 0.00
H -2.703098 2.616959 3.641156 0.01 -0.05 0.05
H -1.877453 3.258442 -0.522044 -0.06 -0.02 -0.02
H -0.787104 -2.737833 -3.930589 0.04 -0.03 0.00
H -3.061433 0.094750 -6.058311 -0.02 -0.02 0.02
C -2.473494 3.446004 0.361644 0.06 -0.12 -0.01
H -4.456661 -1.559014 -0.936449 0.00 -0.03 -0.06
C -0.435369 2.242382 4.421001 -0.06 -0.08 -0.01
C -1.586791 -3.296615 -1.396147 -0.05 0.05 0.02
C 1.420682 -2.049750 -1.826063 0.31 -0.28 -0.22
C 3.574288 0.685360 1.359957 0.19 0.10 0.05
C -3.348549 -4.159790 -2.782247 -0.02 -0.01 -0.03
C -4.195466 0.060969 0.669231 0.09 0.07 0.13
C -4.030487 3.909476 2.595870 -0.07 -0.06 0.06
C -3.194561 -0.646069 1.335328 0.05 0.15 -0.06
P -0.473062 2.034377 1.598068 -0.21 0.89 0.97
C -5.599043 -0.056600 2.615597 -0.08 0.09 0.03
C 0.892397 0.295989 -4.332443 -0.03 -0.07 0.06
C -2.916928 3.086277 2.694503 -0.01 -0.06 -0.03
O 0.985707 -1.213759 -0.966666 0.54 -2.32 -1.67
C -2.439942 -2.311491 -0.893855 0.23 0.07 -0.16
C -1.674232 -4.727128 2.616307 -0.12 -0.01 -0.04
C -4.203564 -3.190325 -2.282718 -0.01 -0.04 -0.03
H 0.188483 3.629195 -0.652896 0.04 0.04 -0.04
Cl -3.143137 1.016545 -2.785348 -0.12 0.16 0.05
H -0.714921 3.276330 4.274606 -0.04 -0.01 0.02
C 5.595125 -0.669894 1.593695 0.03 -0.05 0.01
H -0.575252 -3.371747 -1.016820 -0.01 -0.05 -0.03
C 0.589856 3.534656 1.460872 0.14 -0.10 0.00
H -0.442835 2.413964 6.553221 -0.01 0.00 -0.01
H 4.173005 1.712569 4.394531 -0.01 -0.04 0.00
S 0.812382 -0.961920 2.206348 -0.47 -0.46 1.37
N 2.341959 0.884035 0.911850 -0.23 0.10 0.30
N 1.850216 -3.012660 -3.785385 0.09 -0.09 0.15
H -6.544425 0.144342 3.102732 0.01 0.00 -0.01
H 3.817377 -5.039990 -3.730413 0.00 -0.01 0.00
H -4.034529 0.389119 -0.345476 -0.01 0.08 -0.10
C 0.234383 -3.432205 3.283521 0.10 0.00 0.15
C 3.440949 1.759855 3.584511 -0.01 0.10 -0.03
C -0.175541 -2.437339 2.407992 -0.02 0.14 -0.46
O -0.575678 1.157920 -1.248289 -1.34 1.09 -1.83
C 2.278330 -3.855112 -2.837188 -0.07 0.06 -0.04
C 5.334230 2.253568 2.084819 0.03 -0.02 0.01
H 3.141091 -5.682074 -2.230774 0.01 -0.03 -0.02
C 0.875638 1.368621 -3.217212 -0.19 0.11 0.01
H -3.865516 4.684476 -0.688924 0.03 0.00 0.02
C -1.275770 -2.589383 1.580654 0.21 -0.02 -0.06
H -5.234692 5.143438 1.322945 0.03 0.00 0.00
H -2.485971 -2.138170 -5.435455 0.03 0.00 -0.02
Cl 2.112786 1.215703 -1.963275 0.36 0.31 -0.42
C 2.129552 5.826257 1.030915 -0.01 0.04 0.01
Cl 0.543372 3.595516 -6.506580 -0.06 0.05 0.04
C 0.314809 -0.390265 4.831575 0.04 -0.17 0.00
C -5.402523 0.320655 1.295534 0.00 0.18 0.00
H -6.190790 0.823288 0.751880 -0.01 0.05 0.00
H 2.695469 0.990904 3.762883 -0.07 -0.03 0.04
C -2.200193 -0.078718 -5.427240 0.07 -0.04 0.14
H 3.167913 -0.726569 -0.737501 0.14 -0.01 0.04
H 1.958180 -2.185869 -5.701141 0.01 0.01 0.04
C -1.858606 -1.322165 -5.097443 -0.21 0.11 -0.16
C -2.040342 -3.749428 1.706889 0.05 -0.03 0.05
H 5.686363 2.081452 1.069555 0.01 0.00 0.02
H 2.033237 1.762362 1.319787 0.32 0.18 -0.13
Cl 1.727603 4.059887 -3.357842 -0.11 0.11 0.03
C 1.958704 -3.161739 -5.222714 0.03 -0.06 -0.27
H 2.895666 -3.664526 -5.452879 0.01 0.04 0.03
C -3.381364 -0.975675 2.678254 -0.04 -0.01 -0.01
C 2.898428 -5.166655 -3.155972 0.05 0.03 -0.04
C -3.756874 -2.274012 -1.339446 0.04 0.03 0.00
C -2.105552 2.877484 1.584836 -0.03 -0.24 -0.29
P -1.722787 -1.241840 0.420354 -0.83 -0.43 0.52
C -1.441536 1.126458 -4.933429 0.02 -0.18 0.01
C 0.398007 -1.069577 -3.936135 -0.12 0.08 -0.19
H -3.704827 -4.879847 -3.507370 -0.01 -0.01 0.01
N 4.121808 1.494651 2.332956 -0.13 -0.07 -0.08
H 6.484861 -0.214331 1.154367 0.00 -0.01 0.01
C -4.364649 4.503155 1.390275 -0.10 -0.02 0.02
N 4.383792 -0.267587 0.889815 0.13 -0.05 -0.12
H 1.479921 5.687959 -1.005948 0.02 -0.01 -0.02
C -4.575078 -0.671570 3.314962 0.05 0.01 0.08
C 1.286252 4.128682 2.510913 -0.13 -0.01 -0.07
H 1.137279 -3.751394 -5.631601 -0.04 0.06 0.06
C 0.623217 2.463211 -5.252936 0.11 -0.10 0.10
N 1.352120 -1.865646 -3.194280 -0.10 -0.09 0.36
H 1.149302 -3.302422 3.847246 -0.01 -0.04 -0.01
H 4.898872 -1.037596 -0.977985 -0.01 -0.03 -0.03
C -1.545342 1.196421 -3.416901 0.08 -0.01 0.28
C 0.051480 1.065320 -5.365349 -0.07 0.03 -0.14
H 5.120487 3.320941 2.191877 0.02 -0.01 -0.02
H 2.718053 6.719159 0.867417 -0.01 0.00 0.00
H -2.283441 -5.615724 2.717283 0.02 -0.02 -0.02
H 2.598551 5.706174 3.118407 -0.01 0.01 0.00
H 1.911587 0.210536 -4.719161 -0.01 0.03 -0.03
H -1.375016 -4.995984 -2.685913 0.01 0.00 0.03
C -2.039022 -4.218753 -2.325140 0.04 -0.05 0.01
H 6.129374 1.992115 2.788934 0.00 -0.01 -0.03
H 5.692661 -1.752242 1.515717 -0.02 0.00 -0.01
C -0.722882 -1.717745 -4.289113 0.20 0.01 0.15
C 0.695094 4.093435 0.183680 0.06 0.00 0.08
H 3.933638 -2.120254 0.042702 -0.02 0.04 0.03
C 1.438180 5.244168 -0.021335 0.01 -0.05 -0.04
H 0.648608 -1.408200 4.983734 0.01 0.03 0.04
C 0.074191 0.432074 5.917384 0.03 0.00 -0.03
H -0.227825 -5.364024 4.074233 -0.02 0.00 0.00
H 0.192488 0.048886 6.921763 -0.01 -0.01 0.00
H 2.973753 2.747779 3.614127 0.13 -0.12 0.00
H -4.638499 4.082436 3.474578 -0.01 -0.01 -0.02
C 2.059592 5.259883 2.292392 0.03 0.05 0.05
H 1.235229 3.718192 3.507631 -0.04 0.05 -0.04
Cl 0.241215 0.396895 -6.999736 0.09 0.00 0.03
C 0.163535 0.096258 3.541503 0.05 0.24 -0.31
C 1.061151 2.645756 -4.014141 0.14 -0.12 -0.11
C -3.593862 4.251711 0.265611 -0.03 -0.02 -0.07
H -1.879975 2.028323 -5.368553 0.00 -0.01 -0.01
H -5.234522 -3.157390 -2.609630 0.01 0.02 -0.01
C 2.034549 -3.291022 -1.603364 -0.09 0.20 0.17
C -0.512139 1.255232 -2.568876 -0.07 0.32 -0.56
H 2.245389 -3.709670 -0.634092 0.00 -0.05 -0.04
H -2.612088 -1.501221 3.228380 -0.07 0.03 0.04
H 2.217582 -5.789918 -3.736776 0.02 -0.01 -0.01

---

12
Properties=species:S:1:pos:R:3:forces:R:3 method="wB97M-V/def2-TZVPD" homo_energy_ha="-0.3005 / -0.4040" lumo_ev="-0.6 / -4.2" spin_multiplicity=3 homo_lumo_gap_ev="7.5767 / 6.7827"
H 2.636418 -1.110479 2.165514 -0.47 -0.36 0.03
H -1.932325 -1.224637 -0.519131 1.09 0.68 -0.16
C -0.980348 -0.859466 -0.987172 -1.37 -0.62 -0.53
H -0.745042 -1.507027 -1.852833 0.68 0.89 0.67
O -0.980794 2.190355 0.678725 -0.25 5.73 1.64
O -1.400601 0.184619 1.399920 -3.30 -4.16 7.06
C -0.449071 0.292509 -0.570089 -1.72 0.20 1.44
N -1.022241 0.993502 0.606276 4.04 -2.81 -9.59
N 0.786751 0.911101 -1.009195 0.45 -1.28 4.31
O 1.597421 1.024349 -0.090585 -0.18 0.28 -0.60
Br 1.548561 -2.047617 2.305888 0.44 0.39 -0.07
O 0.941272 1.152793 -2.127317 0.60 1.04 -4.20